No. 1
Below is a single C3H4ClN molecule in a non-equilibrium geometry, with properties calculated with wB97M-V/def2-TZVPD.

Calculated values
Electronic energy = -17185.581 eV
HOMO-LUMO gap = 11.18 eV
E_HOMO = -10.661 eV
SMILES string = N#CCCCl
Relative energy (zero: lowest compared OMol25 entry of this formula, charge and spin) = 207.8 kJ/mol

Atoms and positions in Å:
C  -0.79  0.11  0.35
C  0.56  0.56  -0.38
C  1.05  -0.91  -0.38
H  -1.20  1.33  0.62
H  -0.84  -0.25  1.37
H  0.25  0.75  -1.38
H  1.35  1.29  -0.06
N  1.60  -1.83  0.12
Cl  -1.97  -1.06  -0.25

No. 2
Below is a single C3H4ClN3O molecule in a non-equilibrium geometry, with properties calculated with wB97M-V/def2-TZVPD.

Calculated values
Electronic energy = -22212.075 eV
HOMO-LUMO gap = 9.36 eV
E_HOMO = -8.714 eV
SMILES string = CNc1nnoc1Cl
Relative energy (zero: lowest compared OMol25 entry of this formula, charge and spin) = 421.7 kJ/mol

Atoms and positions in Å:
C  1.80  0.09  0.25
C  -0.65  -0.27  -0.17
C  -1.36  0.86  -0.01
H  2.02  -0.12  1.45
H  2.78  -0.26  -0.25
H  1.63  1.20  0.18
H  1.06  -1.65  -0.71
N  0.71  -0.55  -0.42
N  -1.63  -1.38  -0.34
N  -2.75  -0.83  0.02
O  -2.71  0.47  0.24
Cl  -0.90  2.46  -0.24

No. 3
Below is a single C3H4ClNO molecule in a non-equilibrium geometry, with properties calculated with wB97M-V/def2-TZVPD.

Calculated values
Electronic energy = -19231.374 eV
HOMO-LUMO gap (spin up / spin down) = 7.06 / 6.95 eV
E_HOMO (spin up / spin down) = -8.393 / -8.319 eV
SMILES string = C/C(Cl)=C/N=O
Relative energy (zero: lowest compared OMol25 entry of this formula, charge and spin) = 424.6 kJ/mol

Atoms and positions in Å:
C  0.62  0.75  0.49
C  -0.11  -0.53  0.15
C  -0.88  -0.59  -1.10
N  1.12  0.89  1.65
O  2.00  1.70  2.01
Cl  -0.23  -1.72  1.29
H  0.82  1.26  -0.48
H  -1.64  -1.32  -0.92
H  -0.41  -0.84  -1.95
H  -1.29  0.40  -1.14

No. 4
Below is 2 unconnected molecules or ions with the total composition C3H4ClNO in a non-equilibrium geometry, with properties calculated with wB97M-V/def2-TZVPD.

Calculated values
Electronic energy = -19231.888 eV
HOMO-LUMO gap (spin up / spin down) = 7.62 / 7.64 eV
E_HOMO (spin up / spin down) = -7.548 / -7.556 eV
Relative energy (zero: lowest compared OMol25 entry of this formula, charge and spin) = 375.0 kJ/mol

Atoms and positions in Å:
C  -1.19  -0.68  0.47
C  0.03  1.03  -1.14
C  0.02  -1.02  1.11
N  1.26  0.98  -0.81
O  -2.35  -0.76  0.33
Cl  -0.74  1.86  -2.36
H  -0.04  -1.27  2.21
H  0.73  -0.12  0.87
H  0.41  -1.78  0.42
H  1.87  1.76  -1.09

No. 5
Below is 2 unconnected molecules or ions with the total composition C3H4ClNO2 in a non-equilibrium geometry, with properties calculated with wB97M-V/def2-TZVPD.

Calculated values
Electronic energy = -21276.639 eV
HOMO-LUMO gap (spin up / spin down) = 9.43 / 9.44 eV
E_HOMO (spin up / spin down) = -9.921 / -9.922 eV
SMILES string = [O-][N+]#CCl.CC=O
Relative energy (zero: lowest compared OMol25 entry of this formula, charge and spin) = 664.2 kJ/mol

Atoms and positions in Å:
C  0.61  -1.04  -0.70
C  -0.87  1.00  0.00
C  1.01  -0.14  0.57
N  -1.71  0.28  0.04
O  0.94  -0.76  -1.80
O  -2.25  -0.73  0.11
Cl  -0.99  2.68  -0.37
H  -0.03  -1.83  -0.19
H  1.89  -0.24  1.19
H  1.23  0.83  -0.04
H  0.17  -0.06  1.20

No. 6
Below is 2 unconnected molecules or ions with the total composition C3H4ClNO3 in a non-equilibrium geometry, with properties calculated with wB97M-V/def2-TZVPD.

Calculated values
Electronic energy = -23323.529 eV
HOMO-LUMO gap (spin up / spin down) = 9.83 / 7.21 eV
E_HOMO (spin up / spin down) = -10.312 / -8.747 eV
Relative energy (zero: lowest compared OMol25 entry of this formula, charge and spin) = 557.1 kJ/mol

Atoms and positions in Å:
C  -0.58  0.79  0.39
C  0.60  0.01  0.56
C  -0.62  2.14  -0.35
N  1.08  -3.62  -0.68
O  1.30  -2.91  -1.60
O  0.89  -3.41  0.48
O  -0.39  -0.47  -0.25
Cl  1.07  -0.60  2.02
H  -1.44  0.66  1.05
H  -0.42  2.87  0.54
H  -1.61  2.37  -0.88
H  0.12  2.17  -1.28

No. 7
Below is a single C3H4ClNO3S molecule in a non-equilibrium geometry, with properties calculated with wB97M-V/def2-TZVPD.

Calculated values
Electronic energy = -34164.183 eV
HOMO-LUMO gap = 11.54 eV
E_HOMO = -11.495 eV
Relative energy (zero: lowest compared OMol25 entry of this formula, charge and spin) = 0.0 kJ/mol

Atoms and positions in Å:
O  0.14  2.31  -3.20
O  -1.46  0.99  -0.28
O  -0.25  -0.56  -1.86
Cl  -0.02  -1.35  3.16
C  0.40  2.02  -2.03
N  0.86  1.68  -1.01
C  -0.43  -1.40  1.32
C  0.55  -0.30  0.68
S  -0.22  0.40  -0.71
H  -1.52  -1.11  1.25
H  -0.31  -2.36  0.85
H  0.79  0.43  1.47
H  1.48  -0.76  0.36

No. 8
Below is a single C3H4ClNS molecule in a non-equilibrium geometry, with properties calculated with wB97M-V/def2-TZVPD.

Calculated values
Electronic energy = -28022.470 eV
HOMO-LUMO gap = 8.58 eV
E_HOMO = -8.782 eV
SMILES string = C=C(Cl)C(N)=S
Relative energy (zero: lowest compared OMol25 entry of this formula, charge and spin) = 61.1 kJ/mol

Atoms and positions in Å:
C  -0.51  0.37  0.46
C  -0.14  -0.29  -0.77
C  -0.93  -1.09  -1.45
H  -1.94  1.71  -0.51
H  -2.04  1.58  1.11
H  -1.98  -0.89  -1.31
H  -0.74  -1.62  -2.33
N  -1.63  1.16  0.28
S  0.11  0.25  1.96
Cl  1.52  -0.41  -1.16

No. 9
Below is a single C3H4ClOP molecule in a non-equilibrium geometry, with properties calculated with wB97M-V/def2-TZVPD.

Calculated values
Electronic energy = -27029.523 eV
Multiplicity = 3
HOMO-LUMO gap (spin up / spin down) = 6.59 / 7.79 eV
E_HOMO (spin up / spin down) = -5.757 / -9.714 eV
Relative energy (zero: lowest compared OMol25 entry of this formula, charge and spin) = 133.7 kJ/mol

Atoms and positions in Å:
C  1.29  1.62  -1.19
C  0.47  0.03  -0.62
C  -0.52  0.55  0.44
O  -0.61  2.01  0.41
P  0.43  2.86  -0.50
Cl  2.71  1.59  -2.11
H  -0.10  -0.39  -1.53
H  1.41  -0.39  -0.30
H  -1.54  0.43  0.29
H  -0.10  0.26  1.45

No. 10
Below is 2 unconnected molecules or ions with the total composition C3H4ClP in a non-equilibrium geometry, with properties calculated with wB97M-V/def2-TZVPD.

Calculated values
Electronic energy = -24981.796 eV
HOMO-LUMO gap (spin up / spin down) = 8.84 / 7.07 eV
E_HOMO (spin up / spin down) = -8.619 / -8.589 eV
Relative energy (zero: lowest compared OMol25 entry of this formula, charge and spin) = 367.3 kJ/mol

Atoms and positions in Å:
C  -1.03  -1.53  0.67
C  -0.44  -0.68  -0.10
C  1.90  1.04  -0.48
P  -2.20  -0.65  -0.58
Cl  -2.86  0.93  0.50
H  -1.09  -2.27  1.43
H  1.28  1.76  -0.97
H  2.42  0.31  -1.05
H  2.03  1.09  0.58

- Which value of relative energy (zero: lowest compared OMol25 entry of this formula, charge and spin) does entry 9 give?
  133.7 kJ/mol

Please write out number 4 again, unchanged.
Below is 2 unconnected molecules or ions with the total composition C3H4ClNO in a non-equilibrium geometry, with properties calculated with wB97M-V/def2-TZVPD.

Calculated values
Electronic energy = -19231.888 eV
HOMO-LUMO gap (spin up / spin down) = 7.62 / 7.64 eV
E_HOMO (spin up / spin down) = -7.548 / -7.556 eV
Relative energy (zero: lowest compared OMol25 entry of this formula, charge and spin) = 375.0 kJ/mol

Atoms and positions in Å:
C  -1.19  -0.68  0.47
C  0.03  1.03  -1.14
C  0.02  -1.02  1.11
N  1.26  0.98  -0.81
O  -2.35  -0.76  0.33
Cl  -0.74  1.86  -2.36
H  -0.04  -1.27  2.21
H  0.73  -0.12  0.87
H  0.41  -1.78  0.42
H  1.87  1.76  -1.09